1.
Here is C4H6AlO2 as an isolated structure in a non-equilibrium geometry from the Open Molecules 2025 dataset. Energies are from ωB97M-V with the def2-TZVPD basis set.

Results
**LUMO energy (spin up / spin down)**: 0.298 / -1.251 eV
**Orbital gap (spin up / spin down)**: 7.42 / 6.14 eV
**Highest occupied orbital energy (spin up / spin down)**: -7.121 / -7.386 eV
**Spin multiplicity**: 2
**ΔE to the lowest compared entry with this formula, charge and spin**: 81.5 kcal per mole
**Strongest force on any atom**: 0.1048 hartree/bohr

Geometry (Å):
O (2.27960, -1.51150, -1.32957)
C (1.83679, -0.37851, -0.71348)
O (-2.50578, -0.51622, 0.87828)
C (0.29261, -0.44358, 0.33826)
C (-1.92082, 0.72844, 0.72992)
C (-0.42218, 0.69441, 0.48554)
H (1.78062, -0.31091, 0.66374)
H (0.03826, 1.69687, 0.40362)
H (-2.38430, 1.30077, -0.10753)
H (2.43493, -1.33262, -2.30421)
Al (-1.10659, -1.72211, 0.81375)
H (-2.09124, 1.37008, 1.62576)
H (1.76811, 0.42489, -1.48408)

Atoms 1-2, force components in eV/Å:
0.38 -1.08 -1.12
-2.03 1.46 4.77

Löwdin atomic charge list, values in e, 5 entries: O -0.108; C -0.230; O -0.305; C -0.270; C -0.369

2.
Here is one molecule with the formula C6H15NSi in a non-equilibrium geometry from the Open Molecules 2025 dataset. Energies are from ωB97M-V with the def2-TZVPD basis set.

Results
**LUMO energy (spin up / spin down)**: 0.558 / 0.715 eV
**Orbital gap (spin up / spin down)**: 8.02 / 6.80 eV
**Highest occupied orbital energy (spin up / spin down)**: -7.465 / -6.080 eV
**ΔE to the lowest compared entry with this formula, charge and spin**: 94.2 kcal per mole
**Strongest force on any atom**: 0.0958 hartree/bohr

Geometry (Å):
Si (-0.29092, 0.03016, -1.89321)
H (-1.38610, 0.72565, 2.92207)
C (1.15544, -2.41078, -1.05547)
H (1.87440, -3.05628, -1.47213)
H (-2.10377, -1.20165, 0.76485)
N (0.46172, -1.50448, -2.01433)
C (-0.92436, 0.32566, 2.09480)
H (-1.10282, 1.88710, 0.74484)
H (1.70293, 1.56478, 0.84590)
H (0.85762, -0.01297, 0.47567)
C (-0.27258, 1.53101, 1.42523)
H (-0.03597, -2.13601, -2.66240)
H (-0.26154, -0.53208, 2.48189)
C (0.90082, 1.05659, 0.52656)
H (1.64697, -1.70996, -0.32967)
H (-2.72501, 0.47594, 0.87091)
C (-1.89269, -0.20126, 1.13642)
C (0.70501, 1.45876, -0.97482)
H (0.52816, -3.08195, -0.36016)
H (0.24245, 2.41799, -1.08509)
H (1.67015, 1.59724, -1.44559)
H (0.16392, 2.28951, 2.08579)
H (-0.91384, 0.48701, -3.08208)

Atoms 1-2, force components in eV/Å:
0.11 1.13 3.28
-1.53 0.58 2.27

Löwdin atomic charge list, values in e, 5 entries: Si 0.732; H 0.066; C -0.167; H 0.043; H 0.023

3.
Here is C29H59IrN5SSi6Te as an isolated structure in a non-equilibrium geometry from the Open Molecules 2025 dataset. Energies are from ωB97M-V with the def2-TZVPD basis set.

Results
**LUMO energy (spin up / spin down)**: -5.979 / -7.987 eV
**Orbital gap (spin up / spin down)**: 5.17 / 5.23 eV
**Highest occupied orbital energy (spin up / spin down)**: -11.153 / -13.213 eV
**Spin multiplicity**: 6
**ΔE to the lowest compared entry with this formula, charge and spin**: 34.1 kcal per mole
**Strongest force on any atom**: 0.0778 hartree/bohr
**Charge**: +2

Geometry (Å):
N (2.35118, -2.91987, 0.10619)
H (-1.56150, -6.79267, 1.22141)
H (0.06028, -5.40140, 3.24998)
H (1.38150, 5.12772, -2.40285)
H (-3.05992, -3.39436, -0.83418)
H (1.65247, 0.77710, 5.00096)
H (-1.14442, -1.88197, 1.45664)
Si (-3.17539, 2.16073, -0.96558)
H (-3.71199, -0.21025, -1.01926)
N (2.27108, -0.09937, -1.28652)
H (-4.54996, 0.59550, 0.29976)
H (-1.47492, 1.39909, -2.63671)
Si (-0.29003, 4.96074, -0.55405)
H (5.91284, 0.49787, 1.15182)
Si (-2.19735, 3.37723, 2.49507)
H (0.02551, 4.02524, -2.84478)
Te (0.32955, 1.24676, 0.72640)
H (-1.54842, 7.05766, -0.29189)
C (-2.61947, -3.13862, -1.82105)
H (-2.17633, -6.34712, -2.12320)
H (-2.71731, -5.95393, 0.17927)
N (3.41511, 0.05933, 2.42779)
C (4.26087, -4.35940, -0.18367)
C (0.74641, 4.34572, -2.07101)
C (3.46977, 0.60148, -1.09552)
C (3.06148, 1.78351, -3.14948)
N (3.15777, -0.02022, 1.09514)
H (5.31461, -4.46679, 0.03051)
C (-1.27054, 6.39520, -1.13406)
C (-0.58895, 3.29666, 3.49133)
C (0.91055, 5.62219, 0.75628)
H (-2.41450, 2.76475, -3.31801)
H (-2.79906, -2.66677, 1.37885)
H (-1.66934, -2.80248, 2.80323)
H (5.76870, 1.43929, -0.33179)
H (-0.54130, 3.79509, 4.46921)
H (4.78009, 2.13440, -1.96429)
H (-4.64612, 4.22680, -0.62457)
H (1.31806, -4.33005, 2.69296)
H (-3.10783, 5.38144, 3.81815)
C (3.51354, -5.28725, -0.96570)
H (-0.61806, 7.07334, -1.81054)
C (5.24871, 1.15620, 0.58970)
C (-1.71310, -2.81069, 1.68994)
H (1.13657, -5.87886, 1.92911)
H (1.43000, 4.79093, 1.25078)
H (-2.57111, 5.84872, 2.19513)
C (-3.09555, 5.06276, 2.75637)
C (2.17184, -5.03125, -1.14426)
H (-3.28280, -3.45994, -2.61641)
C (3.60321, -3.25344, 0.39155)
H (1.78457, 6.19596, 0.36140)
H (0.31767, 3.67563, 2.91777)
H (4.11828, -6.09756, -1.48166)
H (5.08382, 2.07749, 1.19188)
H (-0.74135, -2.59932, -4.08672)
S (1.19318, -1.14509, 2.69117)
C (1.55384, 0.09662, -2.42063)
C (3.94411, 0.56302, 0.24274)
H (-4.17061, 4.99247, 2.49723)
C (0.51789, -5.02196, 2.36056)
H (-1.51907, -5.98903, -3.66326)
H (4.31673, 0.41779, 2.68757)
C (2.43511, -0.10468, 3.32474)
H (-0.37080, 2.23259, 3.68407)
C (1.86550, 1.06890, -3.34389)
C (-3.25367, 1.86536, 2.79218)
C (3.88699, 1.51626, -2.07589)
H (-3.81372, 1.86124, 3.77475)
H (-2.47505, -2.04563, -1.90684)
H (-2.86637, 0.13582, 0.47939)
H (0.87014, -2.82142, -3.21779)
C (-2.46973, 1.86115, -2.68897)
C (-4.74891, 3.17281, -0.89989)
C (-3.62565, 0.51647, -0.18411)
H (0.09182, -4.06759, -4.28465)
H (-3.06586, 1.07449, -3.18274)
C (-2.08198, -5.84037, 1.06013)
H (0.63318, -0.44440, -2.56282)
H (-2.57197, 0.98427, 2.83523)
Si (-0.77702, -4.37390, 1.11550)
H (-5.21437, 3.12644, -1.92367)
H (1.33462, 3.47394, -1.76827)
H (1.64457, -5.86464, -1.67201)
H (-3.92598, 1.86406, 1.87726)
C (1.53544, -3.91008, -0.50199)
H (-2.18507, 6.16038, -1.70050)
H (3.19344, 2.59644, -3.87812)
H (-5.50648, 2.72298, -0.27240)
N (2.45450, 0.59039, 4.43590)
H (-0.44539, -6.51239, -2.33805)
H (-2.61953, -5.47203, 1.94431)
C (-1.30132, -5.87430, -2.55381)
Si (-0.96131, -4.04576, -2.06873)
Ir (1.58173, -1.03950, 0.48602)
C (-0.06380, -3.34725, -3.51791)
H (4.08100, -2.50581, 1.08494)
H (3.27049, 1.05829, 4.68968)
C (0.15324, -3.97337, -0.48642)
Si (-1.51516, 3.18687, 0.25440)
H (0.47515, 6.14416, 1.60020)
H (1.20683, 1.36708, -4.17142)

Atoms 1-2, force components in eV/Å:
-2.62 -2.80 -0.94
-0.23 0.28 0.25

Löwdin atomic charge list, values in e, 5 entries: N -0.113; H 0.038; H 0.022; H 0.023; H 0.024